C5H8O | ωB97M-V/def2-TZVPD

```
14
C5H8O (ωB97M-V/def2-TZVPD)
C -0.20 0.56 -1.82
C -0.27 0.52 -0.22
C -0.68 -0.79 0.44
C 0.44 -0.92 1.53
C 1.17 0.13 1.49
H -1.24 0.52 -2.34
H 0.45 -0.23 -2.37
H 0.25 1.52 -2.06
H -1.01 1.38 0.00
H -0.56 -1.60 -0.34
H -1.88 -0.79 0.74
H 0.53 -1.65 2.32
H 1.95 0.40 2.33
O 1.06 0.95 0.29
```

Its HOMO energy is -0.325 hartree. The total energy is -270.47523 hartree. Its largest force on an atom is 4.331 eV/Å. The calculation puts the energy relative to the best compared isomer or geometry (same formula, charge and spin) at 51.9 kcal/mol. Its SMILES is C[C@H]1CC=CO1.